[1]
Here is a structure of composition C32H87Cl2InN3O20 in a non-equilibrium geometry from the OMol25 dataset. Energies are from wB97M-V/def2-TZVPD.

Geometry as XYZ:
```
145
Properties=species:S:1:pos:R:3:forces:R:3
In -1.11574 -1.88145 1.70119 -0.993 -1.071 -1.282
Cl -3.47806 -2.16725 0.93984 1.076 1.079 -0.041
Cl 0.09293 -0.59610 0.06693 -0.047 -0.248 0.210
C -1.04006 1.40734 2.51596 0.193 0.269 0.330
C -1.57676 2.08283 3.72674 -0.090 1.511 1.408
O -0.74243 1.83988 4.91476 -0.374 -1.293 -1.813
O -1.36654 0.05898 2.80041 0.113 -2.675 -0.260
H 0.03810 1.47337 2.52852 0.190 -0.016 -0.539
H -1.48453 1.68026 1.54757 0.138 0.311 0.437
H -2.60525 1.74471 3.91214 0.001 0.022 0.055
H -1.63537 3.15430 3.62551 -0.039 0.472 -0.445
H -0.90624 2.54999 5.50926 -0.251 0.844 0.773
H -2.08624 0.06043 3.42887 -0.496 -0.170 0.279
C 1.26111 -2.85390 4.01541 1.364 -0.502 1.486
C 0.80660 -1.91238 5.12304 -2.031 -2.064 -0.736
O 1.44062 -0.73001 4.98375 0.997 1.593 -0.259
O 0.79074 -2.62189 2.67853 -0.832 0.444 0.496
H 1.03120 -3.89127 4.27083 -0.096 0.042 -0.115
H 2.35761 -2.72623 4.04868 -0.328 -0.337 -0.613
H 0.92746 -2.38424 6.11287 0.311 -0.096 -0.310
H -0.28309 -1.85837 4.96808 -0.287 0.478 0.274
H 1.12612 -0.11694 5.64439 -0.175 0.445 0.166
H 1.50217 -2.14234 2.24949 0.907 1.017 -0.569
C -6.06521 1.64157 2.68420 -0.807 -0.291 1.238
C -6.11939 1.51191 1.24089 -0.874 -0.027 -2.859
O -6.09684 0.13389 0.92076 0.457 -0.777 0.414
O -5.00231 0.96310 3.29964 0.985 -0.446 -0.248
H -7.00309 1.20461 2.99969 -0.393 -0.344 0.513
H -6.13214 2.66418 3.00740 0.488 0.573 0.119
H -5.39760 2.06017 0.63262 0.499 0.073 0.313
H -7.10070 1.87506 0.93168 -0.134 0.508 0.033
H -6.32192 -0.06363 0.00388 -0.018 0.386 0.010
H -4.86787 0.16076 2.75874 -0.146 0.268 0.268
C -3.15261 -5.53803 3.27017 0.402 -0.841 0.468
C -3.21665 -4.02243 3.31860 -0.553 -0.725 -0.586
O -1.89521 -3.45539 3.26097 1.585 -0.309 1.084
O -3.03708 -6.06700 1.95774 0.017 0.102 -0.737
H -4.02343 -6.05894 3.64848 -0.306 0.553 0.935
H -2.26575 -5.88194 3.86346 -0.601 0.077 -0.531
H -3.74744 -3.56738 4.13732 -0.126 -0.264 0.730
H -3.74956 -3.71503 2.42581 0.269 0.058 0.140
H -1.29915 -3.92396 3.93458 -1.123 0.848 -1.553
H -3.92353 -6.28858 1.60952 0.711 0.285 0.393
C -1.93794 3.73367 -2.96189 -0.218 0.084 0.306
C -1.03507 2.63486 -2.36513 -1.076 -0.411 0.450
O -1.70974 2.00720 -1.27770 -0.711 0.076 0.574
O -2.71111 4.52078 -2.00860 1.428 -0.599 -0.939
H -2.63601 3.27112 -3.66985 0.119 0.107 -0.015
H -1.29152 4.43264 -3.48485 -0.107 0.093 -0.178
H -0.11328 3.02258 -1.98556 0.746 0.443 -0.034
H -0.84962 1.82411 -3.06954 0.307 0.531 -0.621
H -1.44575 1.08490 -1.21469 0.109 -0.007 -0.003
H -3.34745 3.89788 -1.68201 -0.554 -0.353 0.573
C -5.69707 0.56129 -2.89306 0.215 0.137 -0.023
C -5.35947 -0.89082 -3.12230 0.147 -0.884 0.334
O -6.31233 -1.51673 -4.00012 1.266 0.286 0.282
O -7.03325 0.42781 -2.40196 -0.240 0.742 -0.042
H -5.57361 1.17042 -3.83380 -0.563 -0.538 0.801
H -5.10263 1.03666 -2.08513 0.187 -0.389 -0.530
H -5.35299 -1.39138 -2.11040 -0.013 0.272 -0.893
H -4.37278 -1.01962 -3.56894 -0.065 -0.028 -0.011
H -7.17604 -1.20626 -3.73838 -0.446 0.159 0.228
H -7.39384 1.30626 -2.29050 -0.370 0.245 0.024
C 3.98309 -0.59752 1.40130 -1.580 -0.732 -0.444
C 3.93035 -1.88608 0.51329 -0.221 0.969 0.749
O 4.07429 -3.08323 1.26358 -0.463 -0.524 -0.374
O 2.82249 -0.64355 2.28136 -0.406 1.575 -0.033
H 3.85648 0.28334 0.75676 0.492 -0.259 0.063
H 4.85739 -0.51700 2.05309 0.274 -0.146 -0.396
H 4.67054 -1.83436 -0.30191 -0.125 -0.016 0.302
H 2.90642 -1.95091 0.07484 0.706 0.306 0.095
H 4.52204 -2.97184 2.09772 0.369 0.437 0.195
H 2.45089 0.31427 2.34992 0.528 -2.049 -0.286
C 0.17032 -7.40069 2.75420 0.537 -0.354 -0.557
O 0.16961 -6.00321 2.54593 -0.572 1.788 -0.688
C 0.67871 -5.41358 1.27772 -0.614 -1.852 0.634
C -0.38671 -5.26278 0.13560 -0.189 0.217 0.242
N -0.65793 -3.82738 -0.15568 1.118 0.671 0.898
C -1.38040 -3.60575 -1.40616 -0.754 0.166 -1.397
C -1.38819 -4.71021 -2.54824 -0.211 2.056 0.376
O -1.87801 -3.99963 -3.70031 0.131 -1.145 0.593
C -0.89657 -3.39627 -4.53120 -1.504 0.913 0.470
H 1.22961 -7.68233 2.65557 -0.390 -0.706 0.236
H -0.47203 -8.00485 2.09511 0.273 0.487 -0.486
H -0.25089 -7.66582 3.73887 0.572 0.680 -0.062
H 1.53242 -6.05083 0.93432 -0.671 0.416 0.150
H 1.08499 -4.43193 1.54334 -0.196 -0.414 0.004
H -1.38744 -5.74347 0.31075 1.271 0.109 0.132
H 0.08562 -5.60827 -0.78707 -0.223 -0.702 0.225
H 0.26493 -3.41131 -0.29461 -0.105 -0.047 -0.013
H -0.99664 -2.71017 -1.93782 0.053 -0.350 0.698
H -2.42556 -3.36112 -1.19317 0.118 -0.241 0.033
H -2.14615 -5.46765 -2.31583 0.613 -0.173 -0.192
H -0.35933 -5.06529 -2.72782 -0.509 -0.351 -0.053
H -0.01358 -4.01952 -4.59525 0.311 0.017 -0.276
H -0.68598 -2.37179 -4.12622 0.326 -0.706 -0.478
H -1.45463 -3.28951 -5.47912 0.866 0.037 0.155
C 4.37883 3.32775 0.12287 0.398 -0.321 0.334
O 3.60678 2.21381 -0.27277 -0.354 0.124 -0.031
C 2.23440 2.56409 -0.34353 0.272 0.908 -1.691
C 1.65898 3.11535 0.92101 -0.303 -0.851 -0.044
N 2.08547 2.25509 2.03637 1.264 -0.144 -0.337
C 1.91116 2.94013 3.28530 -0.161 1.468 0.784
C 3.13432 2.95527 4.20328 -0.750 -1.228 1.260
O 4.32837 3.22075 3.57332 0.729 1.284 -0.324
C 5.44609 3.12169 4.46604 -0.053 -1.438 -2.198
H 4.15164 3.58070 1.15262 0.125 0.303 0.268
H 4.18156 4.20448 -0.49071 0.124 0.064 -0.317
H 5.42356 3.01568 0.09036 -0.045 0.210 -0.213
H 1.70693 1.69714 -0.72699 -0.062 -0.220 0.234
H 2.11432 3.36378 -1.11855 0.037 -0.500 0.290
H 0.56982 3.16830 0.73006 0.197 -0.425 0.576
H 1.92995 4.14814 1.11466 0.415 0.288 -0.080
H 3.11927 2.13944 1.95523 -1.016 0.128 -0.415
H 1.08932 2.49181 3.82419 -0.056 0.028 0.527
H 1.59472 3.98767 3.06341 0.318 -0.404 0.366
H 3.28968 1.96716 4.66853 -0.546 -0.260 0.009
H 2.95310 3.61773 5.06417 -0.093 0.223 -0.283
H 6.28213 3.42523 3.83425 0.206 -0.432 0.307
H 5.48180 2.07552 4.80476 0.462 0.120 -0.122
H 5.45366 3.72230 5.32388 -0.653 1.307 1.201
C 1.70137 -0.01573 -3.52921 1.098 -0.406 1.132
O 2.22494 1.31992 -3.44774 -1.509 -0.661 -1.513
C 3.61148 1.44351 -3.54469 1.365 1.301 0.032
C 3.94608 2.95413 -3.65903 -0.399 -0.405 -0.226
N 3.58879 3.43987 -5.00182 -0.097 -0.164 1.011
C 3.82684 4.88258 -5.14508 -1.480 0.038 -1.410
C 3.39895 5.21080 -6.60543 -0.165 0.243 0.123
O 1.98432 4.99535 -6.65214 -0.741 -0.893 -0.390
C 1.38830 4.99172 -7.98197 1.246 0.112 0.721
H 1.96487 -0.65456 -4.39769 0.178 0.933 -0.065
H 0.59960 -0.01033 -3.46814 0.573 0.296 0.232
H 2.17755 -0.53622 -2.65593 -0.835 -0.059 -0.402
H 4.13174 1.05393 -4.45411 -0.905 -0.534 0.498
H 4.03365 1.03458 -2.61841 0.360 -0.079 -0.196
H 5.02196 3.08866 -3.56263 0.181 -0.129 0.199
H 3.46966 3.52235 -2.83609 -0.008 -0.141 -0.240
H 2.60387 3.18349 -5.18700 0.754 0.662 0.053
H 4.85970 5.16470 -4.98122 0.374 -0.339 -0.057
H 3.22555 5.50284 -4.46059 -0.026 -0.142 -0.006
H 3.98717 4.55104 -7.26656 -0.516 -0.144 0.039
H 3.59198 6.23356 -6.97123 0.171 -0.029 0.549
H 2.00668 4.36472 -8.61772 0.028 -0.188 -0.283
H 1.49228 6.01446 -8.31462 -0.420 0.337 -0.581
H 0.34132 4.62592 -8.06000 0.748 0.358 0.810
```
Forces are in eV/Å.

Results
HOMO-LUMO gap: 7.457 eV
E_tot: -4050.579580 Ha
Net charge: +1
LUMO: -2.72 eV

[2]
Here is a structure of composition C32H88N8O16S2Sr2 in a non-equilibrium geometry from the OMol25 dataset. Energies are from wB97M-V/def2-TZVPD.

Geometry as XYZ:
```
148
Properties=species:S:1:pos:R:3:forces:R:3
Sr 1.60310 1.00458 -2.19753 -0.239 -1.089 0.104
Sr 0.54493 -3.28494 -0.28593 0.874 -0.380 0.271
S 3.54109 -2.09624 -2.11702 3.604 -3.048 -2.752
O 4.94404 -1.76932 -1.78017 -1.409 1.336 1.295
O 2.78941 -0.95163 -2.69253 -0.102 0.410 0.280
O 3.71066 -3.14607 -3.17518 -1.575 0.277 0.154
O 2.78080 -2.74738 -1.01345 -0.460 0.977 1.112
S -0.63794 -0.46306 -0.45610 -1.085 0.462 0.889
O -2.02814 -0.27361 -0.84215 -0.058 -0.085 -0.322
O -0.57092 -1.24816 0.80411 0.171 -0.034 0.101
O 0.17228 -1.19293 -1.45416 -0.054 0.236 -0.866
O 0.01193 0.86783 -0.28045 0.100 -0.325 0.570
C 0.87917 -0.69782 -5.32519 -0.789 -0.219 0.994
C 0.74274 0.80814 -5.46460 0.869 0.206 -0.175
C -0.57889 1.38228 -4.97030 -0.255 -0.487 0.302
O -0.75820 1.32404 -3.54714 0.449 0.162 -0.721
C -2.01250 1.90636 -3.18761 0.359 -0.208 1.110
N 1.89608 1.43784 -4.75760 -0.168 0.711 -0.785
H 0.60547 -0.96991 -4.29658 0.129 -0.025 -0.042
H 1.89317 -1.07310 -5.44546 0.023 0.098 -0.273
H 0.16436 -1.23745 -5.94804 0.174 0.095 -0.284
H 0.82341 1.10312 -6.51959 -0.341 -0.197 -0.047
H -1.36794 0.76350 -5.41540 -0.092 0.279 -0.200
H -0.69873 2.42660 -5.28064 0.021 -0.021 -0.146
H -2.06322 2.95651 -3.49075 -0.186 -0.128 -0.421
H -2.04326 1.90149 -2.09831 -0.041 -0.076 -0.048
H -2.84264 1.28100 -3.51523 -0.051 0.201 -0.371
H 1.90172 2.42241 -5.03022 -0.159 0.050 0.310
H 2.75398 1.11120 -5.19824 -0.037 -0.433 0.298
C 6.00992 2.82813 -1.67339 0.361 0.422 0.312
C 4.77000 1.97549 -1.60414 -0.514 -0.984 -0.293
C 4.40370 1.55770 -0.19290 0.239 0.269 -0.106
O 3.24204 0.75679 -0.24856 0.210 0.174 0.192
C 2.92308 0.19706 1.00623 -0.486 -0.264 0.081
N 3.56151 2.63384 -2.20055 1.549 1.036 0.504
H 6.88819 2.29916 -1.30033 -0.036 -0.150 -0.153
H 5.94044 3.73833 -1.06417 -0.238 -0.050 -0.030
H 6.20654 3.14947 -2.69814 0.051 -0.123 -0.013
H 4.92289 1.03371 -2.14596 0.078 0.084 -0.066
H 4.22976 2.46374 0.41544 -0.085 -0.121 0.106
H 5.22492 0.99302 0.25702 0.017 -0.029 -0.041
H 2.15826 -0.56769 0.86377 0.006 0.073 -0.214
H 2.49496 0.96815 1.65605 0.237 0.006 0.108
H 3.78689 -0.30189 1.45451 0.110 0.215 0.020
H 3.36776 3.37617 -1.52373 -0.456 -0.024 -0.179
H 3.91748 3.17521 -2.98859 -0.244 -0.239 -0.225
C -1.78904 3.20526 2.68137 -0.907 -0.184 0.198
C -2.85135 2.41533 1.91867 0.618 -0.506 -0.206
C -4.24654 2.95717 2.12435 -0.219 -0.387 -0.438
O -4.68924 2.69501 3.43540 0.065 0.120 0.189
C -5.98133 3.20679 3.65831 -0.072 -0.137 0.157
N -2.53804 2.36778 0.47943 0.174 -0.117 0.141
H -2.05214 3.11789 3.73867 0.290 0.093 0.053
H -1.83421 4.26465 2.42130 0.209 -0.012 -0.162
H -0.80174 2.78129 2.51168 0.105 0.102 -0.023
H -2.82521 1.38069 2.29892 -0.192 0.143 0.264
H -4.91494 2.43883 1.41686 0.004 0.172 -0.066
H -4.27918 4.03324 1.90212 0.006 -0.013 0.017
H -6.17385 3.16425 4.72969 0.068 0.134 0.005
H -6.76369 2.60574 3.17340 0.167 0.047 -0.177
H -6.05065 4.23802 3.29705 -0.107 0.034 0.108
H -1.57537 2.03117 0.41845 -0.047 0.334 0.027
H -2.99463 1.54673 0.08240 -0.309 0.216 -0.028
C 3.31111 -3.36108 3.76069 0.463 0.115 -0.105
C 2.65337 -3.72276 2.43680 0.299 1.240 -0.316
C 2.64081 -5.19391 2.15446 0.709 -0.444 -0.888
O 1.91445 -5.44687 0.95235 -0.664 0.285 0.589
C 1.83587 -6.81885 0.68135 0.350 -0.509 -0.832
N 1.30095 -3.16781 2.26278 -0.437 -0.546 0.878
H 4.38608 -3.56826 3.76635 -0.111 -0.435 -0.115
H 2.85521 -3.85871 4.61849 -0.100 0.210 0.076
H 3.29797 -2.27237 3.84424 -0.366 -0.061 0.322
H 3.25774 -3.20000 1.68458 -0.017 -0.417 -0.261
H 2.25058 -5.79960 2.98359 -0.233 0.149 0.009
H 3.66419 -5.53549 1.94543 0.063 0.067 0.416
H 1.60245 -7.42014 1.56440 -0.069 0.110 0.062
H 2.77638 -7.18049 0.23990 0.031 0.015 0.273
H 1.08154 -6.98902 -0.08799 -0.154 0.143 0.162
H 1.21773 -2.20735 2.60164 0.310 0.026 -0.107
H 0.69379 -3.63107 2.94432 -0.081 -0.124 -0.223
C 1.47867 4.65884 0.28832 -0.189 0.101 -0.464
C 0.47125 4.57271 -0.87702 0.553 0.252 0.879
C 0.86724 5.51570 -1.98756 0.585 0.028 -0.665
O -0.27012 5.81198 -2.76759 0.000 -0.117 -0.006
C 0.03112 6.62630 -3.87643 0.062 0.294 0.430
N 0.45161 3.21174 -1.40278 -0.399 0.514 -0.241
H 2.37948 4.11676 0.00084 0.113 0.021 0.259
H 1.08183 4.24557 1.21468 -0.024 -0.232 -0.090
H 1.73462 5.70010 0.48953 0.035 -0.012 0.019
H -0.48796 4.91910 -0.47330 -0.167 -0.173 -0.271
H 1.62997 5.03509 -2.63409 -0.161 -0.176 0.107
H 1.38781 6.42395 -1.64716 -0.510 0.123 0.283
H 0.37101 7.61501 -3.53696 0.027 -0.042 -0.073
H -0.89132 6.76109 -4.43399 0.069 -0.099 -0.186
H 0.82970 6.18987 -4.48760 -0.138 -0.056 -0.148
H 0.02463 2.52970 -0.77374 -0.026 0.476 0.155
H -0.13213 3.17979 -2.23511 -0.096 0.260 0.055
C -5.56761 -1.16005 -0.24382 -0.060 -0.430 -0.185
C -5.53062 -1.38655 1.25493 0.373 0.443 0.588
C -6.82764 -1.98034 1.75699 -0.518 0.309 -0.468
O -7.95277 -1.14755 1.49702 0.090 0.082 -0.238
C -7.89825 0.12314 2.10700 -0.312 -0.327 0.358
N -4.43411 -2.28386 1.60664 -0.009 -0.373 -0.357
H -6.24119 -0.34482 -0.50291 0.043 0.053 -0.035
H -5.94168 -2.07137 -0.72393 -0.039 0.065 -0.002
H -4.57544 -0.98431 -0.66420 0.027 0.275 0.178
H -5.42307 -0.42559 1.78411 0.134 0.103 -0.233
H -6.78085 -2.16769 2.83813 0.104 -0.238 -0.043
H -7.03199 -2.88030 1.17580 0.043 -0.257 0.385
H -7.49246 0.01614 3.12212 0.059 0.273 -0.036
H -8.92710 0.47674 2.18508 0.024 0.029 -0.008
H -7.32732 0.86734 1.54409 0.161 -0.130 -0.026
H -3.54912 -1.88248 1.32820 0.162 0.080 0.011
H -4.38954 -2.49851 2.59397 -0.078 0.163 0.043
C 1.21478 1.70573 4.51224 -0.444 -0.404 0.142
C 1.54807 0.23507 4.23715 0.465 0.373 -0.519
C 1.93915 -0.45817 5.52533 -0.851 -0.502 0.224
O 3.17500 0.03770 5.94939 0.125 0.221 0.332
C 3.56468 -0.46344 7.21095 0.008 -0.344 -0.218
N 0.51551 -0.52272 3.53208 -0.653 0.436 -0.135
H 1.29304 2.31076 3.61000 0.106 0.092 0.033
H 1.85240 2.08542 5.30918 0.164 0.175 -0.187
H 0.18062 1.77927 4.86761 0.024 0.017 -0.016
H 2.43841 0.23225 3.60028 0.053 -0.194 0.120
H 1.95636 -1.54949 5.40778 0.161 0.067 -0.219
H 1.14619 -0.28416 6.27794 0.190 0.181 0.062
H 3.90222 -1.50556 7.12637 0.059 0.067 -0.019
H 2.73816 -0.46280 7.93002 -0.002 0.249 -0.010
H 4.38435 0.15537 7.56451 0.007 -0.011 0.094
H -0.40637 -0.18644 3.80684 0.036 -0.273 0.367
H 0.46439 -0.33708 2.52742 0.408 0.064 0.078
C 1.01223 -4.80252 -4.69381 0.137 -0.039 0.142
C 0.55622 -4.19001 -3.37484 0.959 -0.025 0.338
C -0.93949 -4.30865 -3.20053 -0.229 0.062 -1.104
O -1.33776 -3.73424 -1.98134 -0.262 -0.004 0.236
C -2.57078 -3.00953 -2.03038 0.163 -0.524 0.136
N 1.29940 -4.82331 -2.24274 -0.660 -1.196 -1.037
H 0.60974 -4.29185 -5.56951 0.028 0.025 -0.010
H 0.72249 -5.85940 -4.73846 -0.155 0.069 -0.020
H 2.10251 -4.78250 -4.71343 -0.018 0.254 -0.157
H 0.85865 -3.13930 -3.29466 -0.258 0.077 -0.426
H -1.34193 -5.32645 -3.33731 0.393 -0.174 0.557
H -1.39239 -3.81153 -4.07499 0.006 0.460 0.369
H -2.75745 -2.64342 -1.02670 -0.077 0.063 -0.002
H -3.36989 -3.69682 -2.32081 -0.093 0.154 -0.117
H -2.47963 -2.15857 -2.70346 -0.065 0.004 -0.068
H 2.30187 -4.66163 -2.41564 -0.128 0.494 0.116
H 1.16928 -5.81288 -2.46827 0.148 -0.103 0.604
```
Forces are in eV/Å.

Results
Energy relative to the best compared isomer or geometry (same formula, charge and spin): 0.0000 eV
HOMO-LUMO gap: 6.808 eV
E_tot: -3771.994506 Ha
Net charge: 0
LUMO: -0.07 eV

no.,highest occupied orbital energy (eV)
1,-10.18
2,-6.88